(1)
Here is one molecule with the formula C6H8N2 from OMol25. Energies are from wB97M-V/def2-TZVPD.

Summary:
- LUMO level (eV) = 0.957
- E_HOMO (eV) = -8.0
- gap between HOMO and LUMO (eV) = 8.976

```
16
Properties=species:S:1:pos:R:3:lowdin_charge:R:1
C -0.763 -0.554 -0.914 -0.2744
C 0.338 -0.815 -0.339 0.0233
C -2.207 -0.595 -0.631 -0.1027
C -1.649 -0.230 -2.016 -0.1077
C 0.577 1.454 1.848 0.0012
C 1.388 -1.097 0.453 -0.1182
N 1.732 1.227 1.322 -0.1902
N 2.232 -0.043 0.963 -0.0748
H -2.822 -1.559 -0.667 0.1220
H -2.707 0.111 0.014 0.0924
H -1.829 0.815 -2.263 0.0955
H -1.763 -0.939 -2.895 0.1248
H 0.468 2.607 1.867 0.0224
H 1.840 -2.054 0.431 0.0870
H 2.351 1.945 0.953 0.1301
H 2.815 -0.273 1.874 0.1691
```

(2)
Here is an isolated ion of composition C6H8N2 and charge +2 from OMol25. Energies are from wB97M-V/def2-TZVPD.

Summary:
- LUMO level (spin up / spin down) (eV) = -11.722 / -11.722
- SMILES string = C=CC=C=[N+]=C=[NH+]C
- E_HOMO (spin up / spin down) (eV) = -19.1 / -19.1
- gap between HOMO and LUMO (spin up / spin down) (eV) = 7.417 / 7.417
- charge = +2

```
16
Properties=species:S:1:pos:R:3:lowdin_charge:R:1
C -1.356 -1.167 0.225 0.0956
C -2.582 -0.812 0.318 0.1514
C -2.474 0.748 0.143 -0.0564
C 0.782 -0.502 -0.553 0.0377
C -1.616 1.466 -0.542 0.0972
C 2.895 -0.453 0.558 0.0237
N -0.188 -1.181 -0.222 0.2904
N 1.999 -0.284 -0.552 0.1246
H -3.579 -1.236 0.695 0.2078
H -3.383 1.307 0.595 0.1824
H -1.786 2.493 -0.743 0.0988
H -0.731 1.098 -1.132 0.0904
H 2.474 -1.211 1.230 0.1240
H 3.199 0.420 1.197 0.1489
H 3.879 -0.773 0.232 0.1250
H 2.468 0.086 -1.449 0.2583
```

(3)
Here is one molecule with the formula C6H8N2O from OMol25. Energies are from wB97M-V/def2-TZVPD.

Summary:
- LUMO level (eV) = 0.821
- SMILES string = C#C[C@]1(O)C[C@H]1NN=C
- E_HOMO (eV) = -9.0
- gap between HOMO and LUMO (eV) = 9.781

```
17
Properties=species:S:1:pos:R:3:lowdin_charge:R:1
C 1.295 0.541 0.211 -0.4612
C 0.508 -0.279 1.379 0.0258
C 0.115 -0.362 -0.132 -0.2688
C -3.236 -0.093 -0.450 -0.0606
C 2.582 0.032 -0.270 -0.0711
C 3.528 -0.616 -0.654 0.1022
H 0.143 2.106 0.267 0.2143
H 0.950 -1.263 1.691 0.1090
H 0.031 0.089 2.271 0.0878
H 0.222 -1.308 -0.549 0.1234
H -1.096 0.331 -1.461 0.1068
H -4.184 -0.104 0.202 0.0943
H -3.290 -0.005 -1.496 0.0484
H 4.413 -1.323 -0.777 0.0643
N -1.033 0.355 -0.483 -0.0615
N -2.186 -0.027 0.257 -0.0085
O 1.236 1.926 -0.005 -0.0447
```

(4)
Here is C6H8N2O as an isolated structure from OMol25. Energies are from wB97M-V/def2-TZVPD.

Summary:
- LUMO level (eV) = 0.749
- E_HOMO (eV) = -8.5
- gap between HOMO and LUMO (eV) = 9.255

```
17
Properties=species:S:1:pos:R:3:lowdin_charge:R:1
C 2.541 -0.055 0.575 -0.2216
C -1.763 0.942 0.202 -0.1266
C -1.999 -0.179 0.847 -0.2288
C -0.535 0.860 -0.700 -0.1253
C 0.223 -0.444 -0.242 -0.3496
C 1.142 -0.199 0.978 -0.1195
N 3.578 0.143 0.104 0.1484
N 0.667 -1.224 -1.299 0.1466
O -1.115 -1.205 0.678 -0.0962
H -2.426 1.821 0.259 0.1029
H -2.998 -0.192 1.237 0.1107
H -0.829 0.789 -1.782 0.1118
H 0.173 1.797 -0.736 0.1511
H 0.967 -0.919 1.876 0.1601
H 0.667 0.702 1.498 0.1466
H 1.601 -1.546 -1.369 0.0892
H 0.109 -1.093 -2.125 0.1001
```